Run i
Molecular formula: C4H13N2
Method: DFT, ωB97M-V/def2-TZVPD

Output
Charge: +1
E_HOMO (alpha / beta) (Eh): -0.5602 / -0.4791

Each line ends with the Mulliken charge.
CARTESIAN COORDINATES (ANGSTROEM)
C -2.98 -0.07 0.08  -0.739
C 0.53 -0.99 -1.05  -0.805
C 1.90 -0.25 0.80  -0.781
C 0.48 1.33 -0.35  -0.795
N -0.41 -0.46 1.00  -0.838
N 0.59 -0.07 0.11  0.422
H -2.84 -0.85 -0.65  0.312
H -3.34 -0.34 1.05  0.318
H -2.90 0.96 -0.19  0.347
H 0.42 -2.01 -0.68  0.357
H -0.32 -0.74 -1.68  0.339
H 1.45 -0.91 -1.64  0.383
H 1.94 0.37 1.69  0.365
H 2.00 -1.29 1.10  0.347
H 2.71 0.02 0.13  0.403
H -0.50 1.48 -0.81  0.334
H 0.58 2.01 0.49  0.375
H 1.25 1.55 -1.09  0.374
H -0.55 0.25 1.71  0.284

---

Run ii
Molecular formula: C4H13N2
Method: DFT, ωB97M-V/def2-TZVPD

Output
Charge: +1
E_HOMO (Eh): -0.5052

Each line ends with the Mulliken charge.
CARTESIAN COORDINATES (ANGSTROEM)
C 2.32 0.17 -0.73  -1.160
C 0.93 -0.55 -0.58  -0.275
C 0.21 -0.29 0.67  -0.226
C -0.51 0.94 1.00  -0.265
N -0.96 1.77 -0.08  -0.400
N -2.21 -1.51 -0.10  -0.594
H 2.29 1.19 -0.33  0.366
H 2.45 0.31 -1.80  0.339
H 3.09 -0.43 -0.26  0.363
H 1.10 -1.59 -0.85  0.458
H 0.27 -0.15 -1.35  0.281
H 0.57 -0.81 1.56  0.274
H -1.32 0.74 1.72  0.301
H 0.23 1.56 1.53  0.414
H -0.83 2.75 0.07  0.176
H -2.30 -2.44 -0.50  0.298
H -1.47 1.45 -0.88  0.205
H -1.22 -1.41 0.11  0.151
H -2.65 -1.69 0.80  0.293

---

Least stable of them? run i.

---

Run i
Molecular formula: C4H13N2
Method: DFT, ωB97M-V/def2-TZVPD

Output
Charge: +1
SMILES string: CC(C)([NH3+])CN
E_HOMO (Eh): -0.5339

Each line ends with the Mulliken charge.
CARTESIAN COORDINATES (ANGSTROEM)
C -1.52 -0.35 -0.77  -1.475
C -0.16 0.15 -0.31  1.041
C 0.20 1.51 -1.00  -1.330
N -0.33 0.61 1.37  -0.479
C 1.04 -0.80 -0.19  -0.772
N 1.01 -1.50 1.06  -0.646
H -2.20 0.53 -0.87  0.423
H -1.43 -0.78 -1.77  0.381
H -1.72 -1.11 -0.03  0.455
H 1.21 1.49 -1.36  0.383
H -0.41 1.58 -1.92  0.352
H 0.28 2.41 -0.35  0.338
H -1.25 0.92 1.56  0.300
H 0.22 1.40 1.61  0.312
H 0.10 -0.19 1.95  0.408
H 2.01 -0.22 -0.23  0.433
H 0.96 -1.45 -1.02  0.403
H 1.80 -2.12 1.09  0.271
H 0.20 -2.08 1.17  0.200

---

Run ii
Molecular formula: C4H13N2
Method: DFT, ωB97M-V/def2-TZVPD

Output
Charge: +1
E_HOMO (Eh): -0.4984

Each line ends with the Mulliken charge.
CARTESIAN COORDINATES (ANGSTROEM)
C 2.65 0.40 1.06  -0.773
C 1.76 0.46 2.04  -0.453
H 2.98 -0.54 0.63  0.333
H 3.08 1.30 0.63  0.346
H 1.26 -0.41 2.44  0.299
H 1.56 1.42 2.51  0.309
N -0.02 1.17 -0.66  -0.258
C -1.26 0.35 -0.38  -0.562
C -1.15 -0.98 -1.11  -0.484
N -2.36 -1.75 -0.91  -0.572
H 0.84 0.66 -0.40  0.138
H 0.05 1.41 -1.65  0.395
H 0.03 2.03 -0.13  0.394
H -1.31 0.22 0.70  0.403
H -2.09 0.96 -0.75  0.312
H -1.02 -0.75 -2.17  0.302
H -0.23 -1.48 -0.78  0.382
H -2.19 -2.72 -1.15  0.260
H -2.58 -1.77 0.08  0.228

---

Run iii
Molecular formula: C4H13N2
Method: DFT, ωB97M-V/def2-TZVPD

Output
Charge: +1
SMILES string: NCCCC[NH3+]
E_HOMO (Eh): -0.4702

Each line ends with the Mulliken charge.
CARTESIAN COORDINATES (ANGSTROEM)
N 0.14 -2.09 0.18  -0.543
C -1.05 -1.35 -0.31  -0.665
C -0.66 -0.01 -1.10  -0.387
C 0.68 0.48 -0.82  -0.963
C 1.02 0.81 0.58  -0.749
N -0.01 1.71 1.18  -0.339
H 0.82 -2.21 -0.62  0.191
H -0.05 -3.04 0.60  0.260
H -1.61 -2.05 -0.95  0.374
H -1.83 -1.14 0.47  0.314
H -1.24 0.86 -0.89  0.330
H -0.77 -0.32 -2.15  0.319
H 1.40 -0.22 -1.09  0.402
H 1.00 1.44 -1.21  0.450
H 0.92 -0.02 1.23  0.527
H 1.99 1.29 0.85  0.363
H -0.71 1.12 1.71  0.380
H -0.49 2.30 0.46  0.343
H 0.46 2.42 1.87  0.392

---

Run iv
Molecular formula: C4H13N2
Method: DFT, ωB97M-V/def2-TZVPD

Output
Charge: +1
E_HOMO (Eh): -0.4675

Each line ends with the Mulliken charge.
CARTESIAN COORDINATES (ANGSTROEM)
N 1.25 0.89 2.18  -0.488
C 0.73 0.49 -0.70  -0.275
C 0.16 1.58 0.16  -0.794
C 0.31 -0.91 -0.20  -1.098
N -1.39 -0.97 0.00  -0.387
C -1.75 -1.50 -1.30  -0.688
H 1.80 0.64 -0.48  0.320
H 0.88 0.95 3.13  0.293
H 2.20 1.27 2.15  0.293
H 0.59 0.55 -1.78  0.398
H -0.93 1.36 0.24  0.520
H 0.30 2.56 -0.29  0.393
H 0.48 1.47 1.37  0.171
H 0.53 -1.69 -0.92  0.438
H 0.93 -1.15 0.66  0.558
H -0.66 -0.43 0.61  0.468
H -1.19 -0.95 -2.06  0.260
H -1.42 -2.54 -1.35  0.320
H -2.82 -1.62 -1.42  0.297

---

Least stable of them? run iv.

---

Run i
Molecular formula: C4H13N2
Method: DFT, ωB97M-V/def2-TZVPD

Output
Charge: +1
E_HOMO (Eh): -0.5488

Each line ends with the Mulliken charge.
CARTESIAN COORDINATES (ANGSTROEM)
C -0.50 1.45 1.85  -0.581
C 1.42 0.20 -0.37  -0.902
C -0.30 -0.30 -1.87  -0.932
C -0.30 -1.47 0.30  -0.779
N -0.79 0.96 0.05  -0.777
N 0.02 -0.15 -0.43  0.398
H 0.12 2.26 1.66  0.307
H -1.58 1.81 2.11  0.310
H 0.02 0.66 2.43  0.294
H 2.08 -0.31 -1.11  0.381
H 1.53 1.25 -0.71  0.369
H 1.86 -0.13 0.56  0.358
H -1.35 -0.45 -2.08  0.387
H -0.07 0.71 -2.34  0.362
H 0.35 -1.07 -2.32  0.434
H -0.52 -2.26 -0.43  0.373
H 0.54 -1.74 0.85  0.333
H -1.24 -1.38 0.78  0.348
H -1.72 0.54 0.24  0.318

---

Run ii
Molecular formula: C4H13N2
Method: DFT, ωB97M-V/def2-TZVPD

Output
Charge: +1
E_HOMO (Eh): -0.4854

Each line ends with the Mulliken charge.
CARTESIAN COORDINATES (ANGSTROEM)
C 1.42 0.48 0.96  -0.590
C 1.03 1.05 -0.37  -0.526
C 0.69 -0.06 -1.34  -0.571
C 0.50 -1.28 -0.49  -0.566
N -0.29 -0.93 0.57  -0.261
N -2.72 0.84 0.33  -0.590
H 0.53 -0.18 1.28  0.212
H 1.57 1.29 1.67  0.403
H 2.29 -0.18 0.89  0.327
H 1.79 1.77 -0.70  0.409
H 0.13 1.64 -0.17  0.312
H 1.41 -0.24 -2.12  0.375
H 0.03 -2.03 -1.15  0.389
H 1.45 -1.71 -0.11  0.382
H -2.44 1.14 1.25  0.206
H -3.72 0.76 0.24  0.239
H -0.44 -1.70 1.25  0.338
H -0.28 0.13 -1.82  0.321
H -2.22 -0.02 0.14  0.190

---

Run iii
Molecular formula: C4H13N2
Method: DFT, ωB97M-V/def2-TZVPD

Output
Charge: +1
E_HOMO (alpha / beta) (Eh): -0.4758 / -0.4799

Each line ends with the Mulliken charge.
CARTESIAN COORDINATES (ANGSTROEM)
C -1.81 -0.87 -0.02  -1.036
C 1.54 -1.44 -0.22  -0.997
C -1.08 0.27 0.75  -0.598
C 0.05 0.62 -0.16  0.099
N -0.01 1.31 -1.35  -0.510
N 1.10 1.32 0.69  -0.200
H -2.77 -1.26 0.55  0.327
H -1.30 -1.79 -0.35  0.288
H -2.16 -0.32 -1.02  0.225
H 1.59 -1.69 -1.23  0.350
H 0.75 -2.03 0.14  0.313
H 2.32 -1.11 0.32  0.465
H -1.86 0.94 1.07  0.386
H -0.77 -0.25 1.61  0.341
H -0.96 1.61 -1.62  0.286
H 0.49 0.95 -2.17  0.250
H 0.66 2.10 1.13  0.336
H 1.27 0.74 1.48  0.328
H 1.89 1.39 0.13  0.346

---

Least stable of them? run ii.

---

Run i
Molecular formula: C4H13N2
Method: DFT, ωB97M-V/def2-TZVPD

Output
Charge: +1
E_HOMO (Eh): -0.4984

Each line ends with the Mulliken charge.
CARTESIAN COORDINATES (ANGSTROEM)
N 0.40 -1.05 0.25  -0.238
C 1.58 -1.44 -0.44  -0.397
C 2.83 -0.48 -0.09  -0.896
N -1.78 0.43 0.13  -0.174
C -1.31 1.27 1.26  -0.786
C -1.90 1.16 -1.10  -0.792
H -1.05 -0.35 0.00  0.435
H 0.22 -1.81 0.87  0.271
H 3.73 -0.94 -0.61  0.315
H 2.02 -2.43 -0.19  0.334
H 1.39 -1.48 -1.53  0.324
H 2.81 0.57 -0.04  0.345
H 2.89 -0.84 0.97  0.303
H -0.28 1.73 1.07  0.281
H -2.13 1.93 1.60  0.367
H -1.28 0.54 2.04  0.346
H -2.31 0.72 -2.06  0.309
H -2.63 1.95 -1.01  0.346
H -0.95 1.65 -1.48  0.309

---

Run ii
Molecular formula: C4H13N2
Method: DFT, ωB97M-V/def2-TZVPD

Output
Charge: +1
E_HOMO (Eh): -0.4677

Each line ends with the Mulliken charge.
CARTESIAN COORDINATES (ANGSTROEM)
C 2.67 -1.16 0.68  -0.873
C -0.42 1.24 -1.47  -0.949
C 2.52 0.11 -0.07  -0.359
C 0.06 0.14 -0.52  0.235
N -0.67 -0.65 0.15  -0.237
N -3.29 -0.46 0.75  -0.931
H 3.84 -1.18 0.95  0.306
H 2.50 -2.08 0.03  0.307
H 2.21 -1.35 1.67  0.323
H 0.05 2.18 -1.09  0.282
H -1.57 1.50 -1.54  0.283
H -0.23 0.93 -2.45  0.329
H 2.49 1.04 0.51  0.344
H 2.76 0.37 -1.06  0.375
H -0.26 -1.27 0.93  0.262
H -1.79 -0.62 0.37  0.393
H -3.59 0.48 0.50  0.298
H -4.12 -1.10 0.39  0.305
H -3.31 -0.42 1.78  0.306

---

Least stable of them? run i.